Entry 1:
Density functional theory data (wB97M-V/def2-TZVPD) for a structure of composition C12H48CaN24O12 at a distorted geometry.

Its frontier orbital gap is 8.679 eV. The calculation puts the strongest force on any atom at 7.788 eV Å⁻¹. The electronic energy is -3380.7359 a.u. Its HOMO energy is -12.93 eV. The total charge is +2.

```
97
Properties=species:S:1:pos:R:3:forces:R:3
Ca -0.513 0.315 -0.547 -0.6 -0.5 0.6
C 0.348 -2.195 1.890 -1.0 2.0 -1.8
O 0.269 -1.218 1.155 0.8 0.4 -0.4
N 1.389 -2.450 2.642 2.1 -0.9 1.8
N -0.609 -3.089 1.979 -2.1 -2.8 0.7
H 1.284 -3.232 3.274 0.8 0.3 0.1
H 2.221 -1.877 2.652 -0.5 -0.2 0.1
H -1.510 -3.077 1.524 0.5 0.7 -0.2
H -0.554 -3.778 2.715 -0.1 0.0 -0.2
C -2.860 0.870 2.161 4.0 -1.5 -3.6
O -1.933 0.390 1.512 0.8 -0.3 -0.6
N -2.788 1.340 3.333 0.5 1.4 6.0
N -4.035 1.003 1.691 -4.9 -0.3 -2.5
H -1.908 1.288 3.825 0.0 -0.1 0.1
H -3.614 0.988 3.796 0.4 0.8 1.3
H -4.202 0.648 0.760 -0.5 0.1 0.5
H -4.725 1.163 2.410 -0.7 0.2 -1.1
C -0.487 3.568 0.589 -0.1 -1.1 2.8
O -0.798 2.495 0.137 -0.6 -1.4 -1.2
N -0.605 4.681 -0.025 -0.6 3.7 -4.1
N -0.117 3.743 1.845 1.0 -0.8 2.3
H -0.884 4.548 -0.987 0.1 0.8 0.1
H -0.288 5.572 0.329 -0.2 -0.3 -0.3
H -0.061 2.895 2.390 0.1 0.3 0.4
H 0.106 4.655 2.217 0.0 -0.5 0.2
C 2.626 1.351 0.038 -2.7 2.0 -1.5
O 1.505 1.004 0.266 -2.7 -2.1 1.8
N 3.677 1.011 0.659 3.9 -1.9 2.6
N 2.797 2.290 -0.838 2.0 3.3 -3.4
H 3.594 0.215 1.275 0.7 0.2 -0.2
H 4.532 1.439 0.332 0.3 -0.8 0.7
H 3.744 2.575 -1.041 -0.2 0.2 -0.3
H 2.072 2.792 -1.330 -0.2 -0.6 0.4
C 1.078 1.290 4.326 -1.2 -1.4 1.5
O -0.095 1.111 4.143 -4.0 0.0 -1.0
N 1.937 1.179 3.385 3.5 -0.2 -4.1
N 1.527 1.397 5.532 2.7 0.9 4.2
H 2.934 1.103 3.525 -0.3 0.3 0.2
H 1.607 0.873 2.481 -0.3 0.2 -0.3
H 2.518 1.513 5.687 -0.2 0.0 0.1
H 0.997 1.277 6.383 -0.3 0.3 -0.6
C 4.356 1.522 -4.556 4.0 -1.3 0.3
O 5.041 0.917 -3.737 -0.7 -0.3 0.7
N 4.768 1.711 -5.793 0.4 0.7 -3.5
N 3.238 2.136 -4.334 -4.0 1.4 2.2
H 5.666 1.488 -6.198 -0.2 -0.2 0.7
H 4.153 2.263 -6.374 0.5 -0.2 -0.3
H 2.804 1.915 -3.449 -0.1 0.2 -0.2
H 2.735 2.700 -5.004 0.2 -0.3 0.3
C 0.240 1.645 -3.572 -0.1 -4.3 3.3
O 0.236 1.567 -2.333 0.8 1.0 -0.4
N -0.131 2.653 -4.231 -1.7 6.2 -2.1
N 0.491 0.620 -4.340 0.8 -3.1 -1.6
H -0.295 3.464 -3.653 -0.3 0.1 -0.5
H -0.634 2.553 -5.101 0.2 0.3 0.1
H 0.489 0.707 -5.346 0.1 -0.1 0.3
H 0.665 -0.293 -3.946 -0.1 0.3 0.3
C -1.816 -1.849 5.634 -1.7 -2.7 -0.9
O -2.461 -2.784 6.063 -1.2 -0.7 0.1
N -0.911 -1.268 6.300 4.4 2.9 4.8
N -1.820 -1.432 4.386 -1.3 0.0 -2.4
H -0.395 -0.469 5.963 -0.2 -0.2 0.1
H -0.869 -1.494 7.284 0.2 0.1 -0.1
H -2.497 -1.969 3.864 0.3 0.8 -0.7
H -1.270 -0.617 4.153 -0.4 -0.3 -0.9
C 2.283 -1.545 -1.825 -3.3 -0.5 1.0
O 1.121 -1.116 -1.812 -0.5 1.1 -0.1
N 2.971 -1.914 -0.806 1.5 0.2 4.5
N 2.832 -1.977 -2.886 1.4 -1.2 -6.0
H 2.551 -1.748 0.098 0.3 -0.3 0.1
H 3.848 -2.388 -0.967 -0.2 0.2 0.8
H 3.605 -2.626 -2.848 -0.2 0.3 -0.5
H 2.239 -1.950 -3.703 0.7 -0.1 -0.2
C -3.623 1.739 -1.707 1.4 0.8 -0.7
O -2.754 0.927 -1.753 3.1 -2.7 -0.2
N -3.473 2.994 -2.044 0.7 3.7 -1.0
N -4.813 1.456 -1.347 -5.7 -1.6 1.9
H -4.184 3.673 -1.812 0.3 0.0 -0.3
H -2.626 3.319 -2.488 -0.3 -0.3 0.4
H -5.576 2.117 -1.371 0.2 -0.2 -0.1
H -5.072 0.517 -1.078 0.2 0.2 -0.3
C 0.697 -5.286 -1.698 2.0 -5.9 -0.7
O 0.816 -6.319 -1.071 -0.5 -1.2 0.9
N 0.345 -4.196 -1.221 -2.4 6.2 4.0
N 1.010 -5.192 -2.962 0.9 0.1 -4.1
H 0.215 -3.386 -1.811 -0.4 0.1 0.8
H 0.014 -4.307 -0.273 0.0 1.0 0.0
H 1.085 -6.035 -3.514 0.5 0.5 0.0
H 1.330 -4.273 -3.235 0.0 -0.7 -0.9
C -2.881 -2.212 -0.723 2.4 2.1 0.9
O -1.838 -1.549 -0.735 0.0 -0.6 -0.5
N -3.650 -2.356 0.309 -2.4 -0.1 4.2
N -3.372 -2.860 -1.714 0.0 -1.2 -3.8
H -3.533 -1.877 1.191 0.2 0.1 -0.3
H -4.503 -2.870 0.144 0.1 0.2 0.8
H -4.210 -3.404 -1.570 0.5 -0.1 -1.1
H -2.808 -2.704 -2.537 -0.8 -0.8 -0.5
```
Forces are in eV/Å.



Entry 2:
Density functional theory data (wB97M-V/def2-TZVPD) for a structure of composition C2H12AlN4O6 at a distorted geometry.

Its frontier orbital gap is 1.764 eV. The calculation puts the strongest force on any atom at 5.023 eV Å⁻¹. The electronic energy is -995.8722 a.u. Its HOMO energy is -4.28 eV. The total charge is -1.

```
25
Properties=species:S:1:pos:R:3:forces:R:3
Al 0.320 -1.008 1.120 0.2 0.0 -0.1
O 4.895 -0.998 1.793 0.1 0.2 -0.3
H 5.587 -0.592 1.236 -0.4 -0.2 0.3
O 2.365 -5.062 1.090 -0.3 -0.1 -0.4
H 2.104 -5.583 0.307 0.1 0.3 0.4
O 1.869 2.693 3.009 -0.2 0.2 -0.4
H 1.781 3.475 2.431 0.1 -0.5 0.3
O -3.154 -1.336 -1.984 -0.3 0.3 0.1
H -3.969 -0.798 -2.005 0.5 -0.3 0.0
C -3.913 2.746 4.232 3.8 -1.6 -1.7
O -3.381 1.804 3.621 -0.9 0.9 0.7
N -3.246 3.839 4.627 0.4 0.6 0.1
N -5.152 2.796 4.616 -3.8 -0.9 0.7
H -2.304 3.955 4.282 -0.2 0.5 0.4
H -3.840 4.460 5.159 1.4 0.6 -0.1
H -5.668 1.943 4.455 -0.4 0.5 0.1
H -5.571 3.667 4.908 -0.3 -0.6 -0.1
C 2.413 -2.101 -4.910 -0.3 0.7 5.0
O 1.940 -2.080 -3.753 0.4 -0.9 -1.8
N 1.842 -1.457 -5.903 -1.2 1.1 -2.6
N 3.636 -2.578 -5.187 1.0 -0.6 -0.9
H 0.901 -1.103 -5.810 0.4 0.0 0.1
H 2.379 -1.273 -6.739 -0.6 0.0 0.0
H 3.996 -2.315 -6.093 0.5 -0.6 0.4
H 4.170 -3.093 -4.502 -0.2 0.4 -0.2
```
Forces are in eV/Å.